This record from the OMol25 dataset describes a structure of composition C80H63AsFGeOP3S5Sc at a distorted geometry. The level of theory is ωB97M-V/def2-TZVPD.

Last column: Löwdin charge in e.
Positions of all 156 atoms, in Å:
1 As -1.019 -1.331 -3.760  -0.443
2 Ge 3.037 2.905 -0.759  0.980
3 Sc -1.067 -1.587 -0.886  0.295
4 S -1.197 -2.057 2.454  1.097
5 S -0.964 -3.272 -2.674  0.117
6 S -0.019 -1.480 -5.593  -0.030
7 S -2.986 -0.713 -4.118  -0.040
8 S 0.009 0.065 -2.345  0.127
9 P -0.289 2.145 0.828  1.119
10 P 2.119 -0.280 0.534  1.075
11 P 2.965 0.865 -2.782  1.025
12 F 3.868 4.217 0.319  -0.358
13 O -0.879 -2.134 0.989  -0.561
14 C 6.173 3.023 -4.263  -0.080
15 C 1.753 -2.684 -0.677  -0.189
16 C 0.504 -5.898 4.200  -0.067
17 C -4.641 0.996 -0.795  -0.295
18 C -7.405 2.197 -0.101  -0.105
19 C -3.716 -1.782 3.437  -0.077
20 C 5.018 -1.018 -2.447  -0.102
21 C -3.274 -1.210 -0.709  -0.192
22 C -2.055 2.319 0.272  -0.359
23 C 1.449 1.931 -6.976  -0.094
24 C -0.508 -3.569 3.136  -0.363
25 C 6.239 -0.359 0.650  -0.089
26 C -4.496 1.748 0.570  -0.157
27 C -0.377 -3.687 4.513  -0.071
28 C -2.894 -2.609 2.684  -0.341
29 C 4.227 1.451 0.017  -0.308
30 C -6.494 3.150 0.130  -0.057
31 C 1.802 -4.054 -0.900  -0.106
32 C 6.564 0.954 0.359  -0.076
33 C -2.154 2.800 -1.104  -0.131
34 C -0.849 2.632 5.397  -0.100
35 C -3.079 1.862 1.012  -0.035
36 C -7.161 0.927 -0.748  -0.088
37 C -0.998 1.356 3.374  -0.149
38 C 2.421 0.955 -6.846  -0.100
39 C -4.607 2.413 -1.478  -0.146
40 C -4.476 -3.316 -1.060  -0.038
41 C 1.595 -0.326 4.633  -0.090
42 C 1.349 4.026 -0.534  -0.241
43 C -5.432 -1.776 0.514  -0.083
44 C -3.249 2.849 -1.871  -0.016
45 C -6.630 -3.765 -0.107  -0.114
46 C 3.898 0.145 0.352  -0.398
47 C 4.917 -0.760 0.637  -0.090
48 C 0.228 3.810 0.252  -0.412
49 C 4.162 3.229 -2.374  -0.291
50 C -6.540 -2.594 0.627  -0.114
51 C 2.244 -2.124 0.505  -0.355
52 C -0.148 -4.602 2.290  -0.077
53 C 1.601 -0.704 3.302  -0.134
54 C -1.196 1.465 4.738  -0.094
55 C 5.949 4.227 -3.615  -0.090
56 C -5.973 0.399 -1.069  -0.026
57 C -0.659 4.867 0.475  -0.122
58 C 0.635 6.297 -0.927  -0.071
59 C 2.361 -4.879 0.060  -0.089
60 C 3.743 -0.775 -2.951  -0.346
61 C 4.804 -3.345 -3.003  -0.087
62 C -0.107 3.576 3.313  -0.086
63 C 1.531 5.267 -1.132  -0.112
64 C -4.990 -2.203 3.772  -0.073
65 C 2.091 0.907 5.013  -0.092
66 C -5.578 -4.137 -0.931  -0.088
67 C 2.861 0.570 -5.595  -0.124
68 C 2.555 1.782 4.044  -0.071
69 C 4.343 2.041 -3.080  -0.386
70 C -4.399 -2.101 -0.368  -0.248
71 C 0.904 2.521 -5.849  -0.077
72 C -3.461 0.088 -1.010  -0.159
73 C 0.355 -5.773 2.827  -0.062
74 C -5.038 3.018 -0.122  -0.192
75 C 5.359 1.931 -4.016  -0.075
76 C 3.014 -1.828 -3.501  -0.125
77 C 2.313 1.162 -4.463  -0.396
78 C 1.338 2.141 -4.594  -0.127
79 C 3.548 -3.103 -3.534  -0.080
80 C -3.345 -3.849 2.255  -0.046
81 C 5.559 1.839 0.020  -0.102
82 C -4.617 -4.266 2.598  -0.057
83 C 2.867 -4.333 1.230  -0.095
84 C 2.104 0.148 2.326  -0.352
85 C 0.137 -4.856 5.042  -0.067
86 C -5.438 -3.450 3.364  -0.076
87 C 2.545 1.413 2.713  -0.099
88 C -0.486 2.422 2.635  -0.349
89 C -0.292 3.678 4.681  -0.087
90 C -0.457 6.103 -0.097  -0.070
91 C 4.953 4.328 -2.656  -0.103
92 C 2.806 -2.969 1.461  -0.115
93 C 5.541 -2.299 -2.468  -0.084
94 H 5.812 2.854 -0.249  0.100
95 H 7.017 -1.072 0.890  0.102
96 H 0.254 -4.963 6.111  0.106
97 H 2.105 1.191 6.056  0.104
98 H 7.593 1.283 0.367  0.102
99 H 0.901 -6.812 4.617  0.104
100 H -6.802 4.073 0.602  0.097
101 H 2.976 -3.903 -3.983  0.112
102 H -8.050 0.371 -1.017  0.098
103 H 6.531 -2.480 -2.070  0.099
104 H 1.108 2.225 -7.958  0.097
105 H 2.401 -5.947 -0.101  0.104
106 H 2.835 0.484 -7.726  0.101
107 H -1.155 6.906 0.092  0.103
108 H 0.138 3.274 -5.950  0.101
109 H 2.924 2.758 4.321  0.112
110 H -1.526 4.700 1.100  0.112
111 H -0.253 -4.469 1.223  0.115
112 H -8.434 2.397 0.177  0.091
113 H -5.942 -0.491 -1.681  0.132
114 H -7.357 -2.305 1.274  0.105
115 H -3.141 3.178 -2.895  0.118
116 H -2.705 -4.480 1.659  0.121
117 H 5.217 -4.345 -3.018  0.097
118 H 3.207 -2.569 2.382  0.109
119 H -4.973 -5.228 2.264  0.115
120 H 0.631 -6.584 2.171  0.112
121 H 2.040 -1.640 -3.940  0.018
122 H 1.203 -1.006 5.377  0.097
123 H 1.412 -2.000 -1.475  0.008
124 H 0.328 4.405 2.773  0.102
125 H 1.213 -1.673 3.024  0.047
126 H 5.605 -0.200 -2.049  0.094
127 H -1.216 3.112 -1.549  0.092
128 H 6.987 2.939 -4.971  0.098
129 H -5.314 2.526 -2.300  0.152
130 H 0.913 2.581 -3.701  0.081
131 H -2.607 0.642 -1.409  0.026
132 H 6.566 5.087 -3.837  0.096
133 H -2.885 1.519 2.021  0.084
134 H 0.009 4.580 5.196  0.102
135 H -5.637 -1.558 4.349  0.110
136 H -3.663 -3.587 -1.731  0.068
137 H 0.789 7.254 -1.404  0.102
138 H 1.408 -4.461 -1.823  0.069
139 H -1.607 0.633 5.294  0.100
140 H -0.994 2.716 6.465  0.099
141 H 5.526 1.000 -4.540  0.106
142 H 2.401 5.440 -1.750  0.087
143 H -6.430 -3.784 3.629  0.111
144 H -5.376 -0.876 1.109  0.107
145 H -5.123 1.372 1.379  0.141
146 H 4.693 -1.797 0.831  0.089
147 H -1.239 0.431 2.863  0.043
148 H 4.810 5.249 -2.107  0.098
149 H -5.624 -5.065 -1.487  0.098
150 H 3.322 -4.977 1.970  0.105
151 H -3.353 -0.814 3.748  0.099
152 H -4.512 3.939 0.133  0.142
153 H 3.613 -0.201 -5.504  0.103
154 H -0.682 -2.870 5.149  0.113
155 H 2.892 2.121 1.972  0.081
156 H -7.510 -4.390 -0.034  0.091

Computed properties:
Net charge = -1
Multiplicity = 1
HOMO = -3.65 eV
HOMO-LUMO gap = 0.187 Eh



This record from the OMol25 dataset describes a cluster of 2 separate species, C7H15NO in total at a distorted geometry. The level of theory is ωB97M-V/def2-TZVPD.

Last column: natural (NBO) charge in e.
Positions of all 24 atoms, in Å:
1 O 3.276 1.927 1.033  -0.935
2 N -2.782 -1.584 -1.892  -0.824
3 C 1.875 -1.683 1.725  -0.642
4 C -0.436 0.859 -0.108  0.001
5 C 1.442 -0.645 0.703  -0.142
6 C -1.609 -0.710 -1.687  -0.214
7 C -1.777 0.365 -0.614  -0.445
8 C -0.106 2.129 -0.339  -0.391
9 C 0.229 -0.102 0.808  -0.265
10 H 1.114 -1.870 2.484  0.203
11 H -2.327 -0.083 0.186  0.203
12 H -0.820 -1.379 -1.436  0.193
13 H -2.936 -2.175 -1.094  0.349
14 H 1.960 -2.647 1.217  0.218
15 H 0.804 2.607 -0.017  0.182
16 H 2.775 -1.329 2.214  0.222
17 H -3.594 -0.989 -2.009  0.344
18 H 2.369 1.874 1.371  0.472
19 H 2.211 -0.385 -0.010  0.217
20 H -0.808 2.705 -0.927  0.195
21 H -2.401 1.170 -0.997  0.203
22 H -0.360 -0.418 1.640  0.200
23 H -1.324 -0.296 -2.653  0.189
24 H 3.225 2.658 0.399  0.467

Computed properties:
Multiplicity = 1
HOMO = -8.97 eV
HOMO-LUMO gap = 0.360 Eh
ΔE to the lowest compared entry with this formula, charge and spin = 51.2 kcal per mole



This record from the OMol25 dataset describes the molecule C22H32N4O4S at a distorted geometry. The level of theory is ωB97M-V/def2-TZVPD.

Last column: natural (NBO) charge in e.
Positions of all 63 atoms, in Å:
1 S -5.006 -0.287 -1.104  2.329
2 O 0.133 0.560 -2.105  -0.630
3 O 3.192 2.850 -0.310  -0.667
4 O -6.271 0.251 -0.700  -0.941
5 O -4.811 -0.665 -2.468  -0.929
6 N 2.715 1.248 -1.840  -0.616
7 N -0.706 3.406 0.719  -0.349
8 N -4.715 -1.634 -0.160  -0.655
9 N 2.971 -1.497 -0.165  -0.486
10 C -3.726 0.876 -0.621  -0.361
11 C -4.943 -1.440 1.249  -0.430
12 C 4.224 -0.648 -2.242  -0.425
13 C 2.683 -0.468 0.806  -0.219
14 C 4.072 0.869 -2.139  -0.226
15 C -4.016 1.850 0.326  -0.160
16 C -1.434 1.596 -0.684  -0.103
17 C 2.634 -1.073 2.216  -0.398
18 C 2.387 2.161 -0.919  0.676
19 C -3.537 -2.387 -0.507  -0.431
20 C 0.916 2.267 -0.641  -0.316
21 C -3.031 2.704 0.766  -0.247
22 C 1.383 -1.909 2.466  -0.388
23 C 4.202 -1.421 -0.903  -0.190
24 C -1.719 2.586 0.278  0.184
25 C -2.457 0.753 -1.127  -0.139
26 C 0.694 -2.441 0.070  -0.399
27 C 1.153 -2.999 1.419  -0.408
28 C 1.845 -2.063 -0.869  -0.213
29 C 0.548 3.205 0.274  0.146
30 C -0.084 1.404 -1.235  0.506
31 C -0.969 4.462 1.669  -0.403
32 H 1.960 0.737 -2.288  0.436
33 H 2.070 -3.571 1.281  0.208
34 H -1.332 4.052 2.614  0.210
35 H 4.711 1.282 -1.353  0.222
36 H 2.211 -2.965 -1.371  0.187
37 H -5.831 -0.823 1.351  0.237
38 H -2.624 -1.955 -0.077  0.182
39 H -1.711 5.158 1.272  0.213
40 H 5.186 -0.857 -2.714  0.213
41 H 1.469 -2.376 3.451  0.204
42 H 3.443 -1.037 -2.898  0.200
43 H -4.093 -0.951 1.744  0.178
44 H -5.119 -2.406 1.723  0.212
45 H 3.519 -1.699 2.343  0.200
46 H -3.278 3.458 1.494  0.224
47 H -3.464 -2.392 -1.592  0.240
48 H 1.432 -1.392 -1.641  0.185
49 H -2.229 0.017 -1.883  0.264
50 H 0.059 -1.569 0.241  0.187
51 H 0.508 -1.253 2.491  0.183
52 H 1.733 0.034 0.592  0.178
53 H -5.029 1.926 0.689  0.249
54 H 2.679 -0.269 2.954  0.197
55 H 4.961 -0.998 -0.240  0.194
56 H 4.371 1.321 -3.094  0.193
57 H 4.504 -2.452 -1.135  0.188
58 H 0.081 -3.183 -0.448  0.210
59 H -0.047 5.008 1.859  0.227
60 H 3.465 0.295 0.786  0.210
61 H 1.328 3.834 0.684  0.246
62 H 0.385 -3.678 1.798  0.201
63 H -3.646 -3.411 -0.150  0.211

Computed properties:
Multiplicity = 1
HOMO = -7.76 eV
HOMO-LUMO gap = 0.275 Eh
ΔE to the lowest compared entry with this formula, charge and spin = 33.0 kcal per mole



This record from the OMol25 dataset describes the molecule BrH2NOS at a distorted geometry. The level of theory is ωB97M-V/def2-TZVPD.

Last column: natural (NBO) charge in e.
Positions of all 6 atoms, in Å:
1 Br -3.402 -0.467 -0.196  -0.163
2 S -1.724 0.865 0.609  1.200
3 O -1.663 2.305 -0.304  -0.834
4 N -0.423 0.076 -0.056  -0.982
5 H 0.048 -0.386 0.609  0.371
6 H 0.262 0.623 -0.462  0.407

Computed properties:
Multiplicity = 1
HOMO = -10.06 eV
HOMO-LUMO gap = 0.336 Eh
ΔE to the lowest compared entry with this formula, charge and spin = 31.1 kcal per mole